[1]
The following is a quantum chemistry calculation of a structure of composition C56H75BrFN19O2S in a non-equilibrium geometry, from the OMol25 dataset.

## Properties
Orbital gap   4.443 eV
Net charge   0
HOMO   -5.52 eV
LUMO energy   -1.08 eV
Strongest force on any atom   8.07 eV/Å

Each line ends with the Mulliken charge.
Element x y z (Å)
C  4.13  -2.23  -2.52  -1.052
C  3.23  -3.55  -2.47  0.436
C  4.10  -4.89  -2.45  -1.535
C  2.21  -3.57  -1.26  -0.218
C  2.82  -3.16  0.12  -1.056
C  0.95  -2.67  -1.69  0.647
O  0.78  -1.58  -0.75  -0.482
C  -0.21  -0.69  -1.12  0.152
C  0.02  0.32  -2.26  0.959
C  1.35  0.38  -3.09  -1.132
C  1.01  -0.28  -4.51  0.633
O  0.10  -1.04  -4.57  -0.365
F  1.73  0.03  -5.65  -0.354
C  -1.03  1.27  -2.66  0.352
Br  -0.72  2.52  -4.16  -0.191
C  -2.37  1.36  -2.01  0.490
N  -3.45  2.17  -2.30  -0.577
S  -4.60  1.64  -1.18  0.081
N  -3.84  0.42  -0.32  -0.530
C  -2.57  0.35  -0.90  0.481
C  -1.52  -0.65  -0.46  0.393
C  -1.93  -1.64  0.68  -1.314
C  -2.21  -3.12  0.20  -0.184
C  -3.02  -3.25  -1.13  0.476
C  -2.53  -2.93  -2.49  0.730
C  -3.31  -3.05  -3.74  -0.804
C  -4.69  -3.57  -3.65  -0.476
C  -5.20  -3.94  -2.31  -0.581
C  -4.42  -3.78  -1.05  -0.819
H  5.20  -2.56  -2.45  0.484
H  3.94  -1.51  -1.68  0.064
H  3.96  -1.69  -3.50  0.033
H  2.64  -3.59  -3.44  0.558
H  4.71  -4.97  -3.40  0.428
H  3.35  -5.73  -2.43  0.401
H  4.74  -4.94  -1.53  0.190
H  1.84  -4.65  -1.15  0.562
H  3.74  -3.80  0.33  0.042
H  2.11  -3.33  0.99  0.306
H  3.15  -2.08  0.18  0.318
H  1.07  -2.32  -2.75  -0.430
H  0.05  -3.35  -1.55  -0.099
H  2.14  -0.23  -2.58  -0.221
H  1.67  1.43  -3.31  0.514
H  -1.04  -1.69  1.38  0.337
H  -2.77  -1.20  1.31  0.418
H  -2.85  -3.60  1.00  0.457
H  -1.27  -3.76  0.17  -0.127
H  -1.49  -2.52  -2.58  0.054
H  -2.83  -2.74  -4.70  0.414
H  -5.29  -3.67  -4.59  0.367
H  -6.25  -4.37  -2.29  0.383
H  -4.90  -4.07  -0.08  0.290
C  -3.41  3.68  -6.08  -0.090
C  -4.20  4.92  -6.22  0.189
N  -4.82  5.89  -6.33  -0.431
H  -2.64  3.64  -6.84  0.136
H  -2.94  3.65  -5.09  -0.129
H  -4.06  2.81  -6.18  0.265
C  7.48  0.67  -1.37  -0.169
C  6.63  -0.34  -0.70  0.430
N  5.96  -1.13  -0.18  -0.405
H  7.49  0.48  -2.45  0.295
H  7.08  1.67  -1.19  0.015
H  8.50  0.61  -0.99  -0.125
C  -1.52  5.90  -2.17  -0.431
C  -0.79  6.40  -0.98  0.268
N  -0.24  6.80  -0.05  -0.455
H  -1.81  6.73  -2.82  0.345
H  -0.88  5.22  -2.73  0.050
H  -2.41  5.36  -1.86  0.199
C  -0.46  6.22  3.18  -0.278
C  -1.33  5.18  3.79  0.342
N  -2.00  4.38  4.27  -0.413
H  -0.43  6.08  2.10  0.049
H  -0.85  7.21  3.40  0.018
H  0.55  6.14  3.57  0.290
C  -8.80  -1.53  -2.68  -0.728
C  -8.23  -1.87  -4.01  0.338
N  -7.78  -2.13  -5.03  -0.397
H  -9.65  -2.18  -2.47  0.274
H  -8.05  -1.67  -1.91  0.229
H  -9.13  -0.49  -2.67  0.294
C  4.01  3.94  -0.87  -0.418
C  5.39  3.96  -1.42  0.373
N  6.46  3.97  -1.85  -0.435
H  4.03  3.63  0.17  0.273
H  3.58  4.94  -0.94  0.337
H  3.39  3.25  -1.45  -0.105
C  -0.21  -6.05  2.41  -0.510
C  0.82  -6.13  1.34  0.464
N  1.63  -6.18  0.52  -0.445
H  -1.18  -6.36  2.01  0.288
H  0.06  -6.71  3.23  -0.104
H  -0.29  -5.03  2.78  0.274
C  -2.04  10.81  2.43  -0.433
C  -0.86  10.00  2.86  0.414
N  0.04  9.38  3.19  -0.462
H  -2.44  10.41  1.49  0.262
H  -2.81  10.77  3.19  -0.076
H  -1.74  11.84  2.27  0.306
C  11.82  -0.86  -0.05  -0.753
C  10.99  0.37  -0.19  0.366
N  10.35  1.32  -0.30  -0.445
H  12.59  -0.88  -0.81  0.262
H  12.29  -0.87  0.94  0.265
H  11.19  -1.74  -0.15  0.283
C  -1.53  0.39  -8.65  -0.429
C  -2.33  1.63  -8.81  0.371
N  -2.94  2.60  -8.92  -0.434
H  -0.76  0.35  -9.42  0.282
H  -1.06  0.36  -7.67  -0.026
H  -2.18  -0.48  -8.76  0.268
C  -4.57  11.65  6.25  -0.770
C  -4.92  11.12  4.91  0.366
N  -5.19  10.70  3.87  -0.420
H  -3.58  11.31  6.54  0.279
H  -4.58  12.74  6.22  0.284
H  -5.30  11.31  6.98  0.279
C  -3.80  2.96  6.90  -0.382
C  -4.66  1.90  7.49  0.370
N  -5.33  1.09  7.95  -0.479
H  -3.76  2.84  5.82  0.273
H  -4.19  3.94  7.14  -0.041
H  -2.79  2.87  7.30  0.280
C  6.69  -5.83  1.67  -0.828
C  6.33  -6.46  0.37  0.272
N  6.04  -6.97  -0.71  -0.598
H  7.69  -6.14  1.99  0.298
H  6.66  -4.75  1.57  0.250
H  5.97  -6.13  2.44  0.215
C  0.97  -9.08  5.80  -0.773
C  0.16  -7.84  5.65  0.390
N  -0.47  -6.89  5.54  -0.411
H  1.75  -9.10  5.03  0.283
H  1.45  -9.09  6.78  0.284
H  0.34  -9.96  5.70  0.264
C  -7.27  5.39  7.87  -0.687
C  -5.96  6.07  7.73  0.317
N  -4.94  6.59  7.61  -0.400
H  -7.83  5.84  8.70  0.275
H  -7.85  5.51  6.96  0.257
H  -7.12  4.33  8.07  0.246
C  8.63  -8.48  -3.52  -0.930
C  7.81  -7.88  -2.43  0.360
N  7.17  -7.41  -1.59  0.200
H  8.00  -8.67  -4.39  0.272
H  9.43  -7.81  -3.79  0.265
H  9.05  -9.43  -3.18  0.274
C  -4.22  -1.76  6.32  -0.562
C  -3.58  -2.03  5.01  0.356
N  -3.09  -2.23  3.99  -0.393
H  -5.08  -2.43  6.46  0.272
H  -3.51  -1.93  7.13  0.267
H  -4.57  -0.73  6.37  0.038

***

[2]
The following is a quantum chemistry calculation of a cluster of 12 separate species, C56H84N4O32 in total in a non-equilibrium geometry, from the OMol25 dataset.

## Properties
Orbital gap   9.006 eV
Structure (SMILES)   O=[N+]([O-])c1ccccc1.O=[N+]([O-])c1ccccc1.O=[N+]([O-])c1ccccc1.O=[N+]([O-])c1ccccc1.CCOC(=O)OC.CCOC(=O)OC.CCOC(=O)OC.CCOC(=O)OC.CCOC(=O)OC.CCOC(=O)OC.CCOC(=O)OC.CCOC(=O)OC
Net charge   0
HOMO   -9.95 eV
LUMO energy   -0.94 eV
Strongest force on any atom   3.41 eV/Å

Each line ends with the Mulliken charge.
Element x y z (Å)
C  -6.89  -1.78  -2.95  -1.399
C  -5.64  -2.49  -2.57  0.517
O  -5.97  -3.92  -2.86  -0.319
C  -5.18  -4.45  -3.80  0.978
O  -4.17  -3.96  -4.23  -0.562
O  -5.48  -5.72  -4.05  -0.388
C  -6.62  -6.20  -3.22  -0.735
H  -7.75  -2.36  -2.65  0.339
H  -7.00  -1.88  -4.09  0.342
H  -6.94  -0.77  -2.62  0.217
H  -5.44  -2.36  -1.52  -0.320
H  -4.79  -2.22  -3.17  0.370
H  -7.50  -5.67  -3.34  0.324
H  -6.27  -6.20  -2.17  0.250
H  -6.82  -7.15  -3.62  0.339
C  -1.79  -4.55  2.25  -1.791
C  -1.20  -4.23  0.92  2.693
O  -0.94  -5.33  0.10  -0.432
C  -1.75  -5.52  -0.96  0.766
O  -2.75  -4.98  -1.25  -0.473
O  -1.29  -6.58  -1.65  -0.410
C  -1.95  -6.86  -2.88  -0.477
H  -1.92  -3.67  3.00  0.201
H  -1.14  -5.26  2.71  0.522
H  -2.75  -5.07  2.15  0.428
H  -0.25  -3.69  1.04  -0.863
H  -1.84  -3.54  0.44  -0.784
H  -2.99  -6.62  -2.79  0.155
H  -1.78  -7.93  -3.08  0.264
H  -1.63  -6.20  -3.78  0.222
C  4.31  4.38  7.09  -1.060
C  4.86  3.16  6.33  -0.246
O  3.79  2.17  6.13  -0.364
C  3.98  1.41  5.07  0.819
O  4.97  1.31  4.44  -0.555
O  2.83  0.79  4.86  -0.339
C  2.86  -0.16  3.82  -0.261
H  4.96  5.24  6.90  0.360
H  4.23  4.09  8.14  0.332
H  3.30  4.73  6.73  0.174
H  5.71  2.81  6.91  0.309
H  5.18  3.44  5.33  0.329
H  3.22  0.27  2.91  0.201
H  1.77  -0.54  3.80  -0.011
H  3.56  -0.96  4.12  0.366
C  -4.16  3.67  5.72  -1.519
C  -4.04  3.62  4.26  0.438
O  -3.49  2.34  3.87  -0.425
C  -2.87  2.32  2.67  0.529
O  -2.77  3.22  1.91  -0.323
O  -2.26  1.14  2.57  -0.384
C  -1.26  1.15  1.49  0.947
H  -5.02  3.07  6.11  0.364
H  -4.39  4.73  5.91  0.375
H  -3.32  3.34  6.21  0.360
H  -3.34  4.40  3.92  -0.123
H  -5.01  3.79  3.74  0.293
H  -0.47  1.96  1.67  0.007
H  -1.79  1.43  0.52  -0.411
H  -0.86  0.15  1.53  -0.262
C  3.51  -1.81  -3.37  -0.860
C  4.99  -2.21  -3.40  -0.067
O  4.98  -3.40  -2.62  -0.195
C  6.17  -3.90  -2.46  0.810
O  7.17  -3.66  -3.06  -0.576
O  6.10  -4.83  -1.54  -0.205
C  7.12  -5.80  -1.55  -0.804
H  2.93  -2.48  -3.97  0.336
H  3.31  -0.78  -3.67  0.489
H  3.18  -1.93  -2.34  -0.049
H  5.71  -1.49  -2.98  -0.077
H  5.35  -2.57  -4.37  0.405
H  6.69  -6.72  -1.16  0.261
H  7.93  -5.48  -0.97  0.279
H  7.50  -6.05  -2.56  0.324
C  -2.11  2.91  -2.35  1.257
C  -1.77  4.29  -2.77  0.017
O  -3.01  5.08  -2.77  -0.386
C  -3.62  5.55  -1.76  0.970
O  -4.85  5.61  -1.66  -0.643
O  -2.78  6.07  -0.86  -0.329
C  -3.47  6.49  0.33  -0.622
H  -2.77  2.57  -3.18  -0.218
H  -2.53  2.73  -1.35  -0.414
H  -1.20  2.25  -2.33  -0.495
H  -1.37  4.31  -3.82  -0.328
H  -1.16  4.87  -2.06  0.446
H  -2.92  7.37  0.64  0.253
H  -3.51  5.76  1.14  0.082
H  -4.49  6.77  0.12  0.422
C  -6.21  2.79  -2.35  -1.217
C  -5.52  2.31  -1.08  -0.085
O  -5.04  0.98  -1.25  0.113
C  -4.73  0.39  -0.07  0.304
O  -4.94  0.84  1.01  -0.653
O  -4.30  -0.86  -0.35  0.196
C  -4.01  -1.74  0.79  -0.550
H  -6.69  3.81  -2.12  0.292
H  -6.94  2.09  -2.78  0.399
H  -5.42  2.95  -3.12  0.164
H  -6.26  2.27  -0.32  0.560
H  -4.69  3.00  -0.91  -0.101
H  -4.73  -1.41  1.55  0.461
H  -2.95  -1.51  1.02  -0.113
H  -4.14  -2.79  0.56  0.245
C  -0.56  -2.42  -2.35  -0.812
C  -1.06  -0.98  -2.12  0.265
O  0.03  0.01  -2.24  0.249
C  0.84  0.20  -1.25  -0.138
O  0.99  -0.43  -0.24  0.382
O  1.52  1.36  -1.63  -0.209
C  2.51  1.78  -0.60  0.083
H  -1.34  -3.10  -2.05  -0.017
H  0.33  -2.62  -1.79  0.198
H  -0.42  -2.57  -3.43  0.339
H  -1.40  -0.70  -1.14  -0.181
H  -1.78  -0.66  -2.83  0.236
H  2.02  2.00  0.32  -0.264
H  3.02  2.72  -0.91  0.339
H  3.18  0.89  -0.51  -0.083
C  6.41  -0.05  0.19  -0.514
C  6.42  -0.34  1.55  -0.607
C  7.06  -1.48  2.00  -0.565
C  7.76  -2.18  1.06  0.199
C  7.92  -1.81  -0.22  -0.615
C  7.20  -0.74  -0.66  -0.556
N  8.48  -3.42  1.58  1.091
O  9.28  -3.92  0.79  -0.648
O  8.20  -3.81  2.67  -0.617
H  5.91  0.91  -0.12  0.445
H  5.86  0.30  2.19  0.688
H  7.02  -1.87  3.02  0.475
H  8.54  -2.45  -0.82  0.600
H  7.07  -0.48  -1.71  0.567
C  -1.02  5.78  4.79  -0.631
C  -0.23  4.71  5.12  -0.641
C  0.70  4.21  4.23  -0.360
C  0.93  4.81  3.00  0.206
C  0.12  5.90  2.57  -0.920
C  -0.84  6.36  3.51  -0.226
N  2.02  4.13  2.18  0.884
O  2.40  3.00  2.47  -0.343
O  2.51  4.77  1.26  -0.601
H  -1.77  6.14  5.52  0.449
H  -0.34  4.37  6.14  0.423
H  1.29  3.37  4.48  0.838
H  0.17  6.25  1.56  0.521
H  -1.37  7.28  3.20  0.363
C  4.19  -3.21  0.91  0.139
C  3.02  -2.43  0.86  -0.749
C  1.98  -2.67  1.77  0.934
C  2.24  -3.65  2.73  -1.067
C  3.41  -4.35  2.88  -1.013
C  4.39  -4.16  1.90  -0.622
N  1.20  -3.87  3.80  1.219
O  1.31  -4.72  4.67  -0.691
O  0.24  -3.17  3.71  -0.588
H  4.91  -3.04  0.09  0.062
H  2.95  -1.73  0.04  -0.023
H  1.08  -2.07  1.73  1.007
H  3.48  -5.05  3.71  0.599
H  5.30  -4.71  1.80  0.585
C  0.37  3.71  -5.78  -0.817
C  0.37  2.48  -5.13  -0.351
C  -0.66  1.58  -5.06  -0.291
C  -1.72  1.95  -5.84  0.547
C  -1.80  3.08  -6.60  -0.584
C  -0.70  3.96  -6.60  -0.375
N  -3.03  1.20  -5.79  0.926
O  -3.87  1.51  -6.63  -0.638
O  -3.23  0.53  -4.83  -0.408
H  1.22  4.44  -5.71  0.351
H  1.25  2.32  -4.55  0.379
H  -0.69  0.65  -4.50  0.343
H  -2.72  3.31  -7.11  0.498
H  -0.65  4.94  -7.11  0.341

***

Among the records above, which one has the highest orbital gap?
C56H84N4O32

***

orbital gap of number 1 (C56H75BrFN19O2S)?
4.443 eV